Entry 1:
75
Properties=species:S:1:pos:R:3:lowdin_charge:R:1 method="wB97M-V/def2-TZVPD" e_homo_ev=-9.76 total_charge=+1 max_force_ha_per_bohr=0.148 lumo_energy_ev=-5.137 mol_weight_g_mol=462.54
C 1.61 1.71 0.04 -0.07
C 2.70 0.80 -0.64 -0.20
O 4.01 1.39 -0.74 -0.11
N 4.59 1.57 0.49 0.06
C 4.69 2.93 0.84 -0.27
N 4.10 3.55 1.97 0.19
N 5.47 3.71 0.05 0.17
H 1.56 2.72 -0.45 0.08
H 1.77 1.82 1.15 0.06
H 0.63 1.19 -0.11 0.09
H 2.68 -0.21 -0.15 0.12
H 2.35 0.63 -1.70 0.15
H 4.16 1.00 1.23 0.16
H 3.46 4.27 1.62 0.14
H 3.60 2.88 2.56 0.11
H 6.48 3.55 0.05 0.14
H 5.04 4.40 -0.57 0.14
O 0.49 -2.92 2.28 -0.33
P 0.75 -4.42 2.05 0.78
N 2.34 -4.37 2.71 -0.31
C 3.55 -5.04 2.26 -0.13
C 2.40 -4.15 4.15 -0.14
N 0.72 -4.27 0.31 -0.34
C 1.93 -4.05 -0.46 -0.15
C -0.28 -3.31 -0.18 -0.15
N 0.81 -6.17 1.87 -0.31
C 0.71 -6.95 3.09 -0.13
C 1.15 -6.97 0.71 -0.12
H 3.56 -6.11 2.51 0.08
H 4.43 -4.59 2.73 0.08
H 3.72 -4.93 1.20 0.05
H 2.12 -5.05 4.71 0.07
H 1.72 -3.34 4.45 0.07
H 3.40 -3.84 4.48 0.08
H 2.49 -3.18 -0.09 0.08
H 1.70 -3.89 -1.51 0.08
H 2.58 -4.93 -0.46 0.05
H 0.07 -2.28 -0.11 0.07
H -1.22 -3.39 0.37 0.07
H -0.51 -3.51 -1.23 0.08
H 1.70 -7.22 3.48 0.08
H 0.14 -7.88 2.93 0.08
H 0.18 -6.40 3.86 0.08
H 2.23 -6.99 0.53 0.08
H 0.64 -6.63 -0.20 0.08
H 0.83 -8.00 0.83 0.08
O -1.79 2.10 -1.41 -0.33
P -2.85 2.96 -2.13 0.78
N -2.37 4.42 -1.34 -0.31
C -3.18 5.50 -0.82 -0.12
C -1.06 4.93 -1.74 -0.15
N -4.18 2.18 -1.34 -0.34
C -4.76 2.69 -0.10 -0.14
C -4.00 0.73 -1.16 -0.15
N -4.00 3.82 -3.15 -0.31
C -3.43 4.63 -4.23 -0.13
C -5.42 4.02 -2.98 -0.11
H -3.59 6.15 -1.60 0.08
H -2.59 6.14 -0.15 0.09
H -4.00 5.15 -0.20 0.05
H -1.09 5.40 -2.73 0.07
H -0.32 4.13 -1.78 0.05
H -0.67 5.67 -1.03 0.08
H -4.00 2.83 0.68 0.09
H -5.52 2.01 0.28 0.09
H -5.29 3.62 -0.26 0.05
H -3.37 0.51 -0.29 0.08
H -3.54 0.27 -2.04 0.07
H -4.96 0.24 -1.01 0.08
H -3.32 5.68 -3.92 0.08
H -4.06 4.60 -5.12 0.08
H -2.45 4.25 -4.52 0.07
H -5.63 4.79 -2.22 0.08
H -5.94 3.10 -2.71 0.09
H -5.89 4.35 -3.91 0.08

Entry 2:
74
Properties=species:S:1:pos:R:3:lowdin_charge:R:1 method="wB97M-V/def2-TZVPD" e_homo_ev=-7.76 smiles="CCOC(=O)[C@@](C#N)(c1ccccc1)C(c1ccc(N2CCOCC2)cc1)c1ccc(N2CCOCC2)cc1" max_force_ha_per_bohr=0.084 e_above_lowest_kcal_mol=0.0 lumo_energy_ev=0.693 mol_weight_g_mol=525.65
C 4.29 -1.51 -3.57 -0.07
C 3.38 -2.49 -2.90 -0.18
O 2.13 -1.73 -2.61 0.00
C 1.26 -2.41 -1.85 -0.44
O 1.54 -3.53 -1.43 0.06
C -0.04 -1.71 -1.42 -0.19
C -0.07 -0.46 -2.18 -0.18
N -0.11 0.53 -2.83 0.21
C -1.27 -2.62 -1.75 -0.13
C -1.23 -4.00 -1.43 -0.02
C -2.41 -4.74 -1.52 -0.08
C -3.60 -4.13 -1.91 -0.09
C -3.68 -2.75 -2.11 -0.07
C -2.49 -2.01 -2.06 -0.03
C -0.03 -1.36 0.23 -0.07
C -1.37 -0.64 0.47 -0.21
C -1.53 0.63 -0.06 -0.08
C -2.76 1.31 -0.04 0.01
C -3.81 0.76 0.72 -0.24
N -4.99 1.46 1.00 -0.11
C -5.43 1.50 2.41 -0.13
C -6.88 1.93 2.53 -0.18
O -7.21 3.04 1.68 -0.14
C -6.86 2.83 0.30 -0.18
C -5.36 2.59 0.14 -0.15
C -3.68 -0.54 1.25 -0.01
C -2.50 -1.28 1.03 -0.01
C 1.18 -0.51 0.70 -0.14
C 2.42 -1.09 0.41 -0.04
C 3.58 -0.34 0.42 0.00
C 3.58 0.92 1.06 -0.23
N 4.73 1.68 1.19 -0.11
C 5.04 2.20 2.52 -0.14
C 6.27 3.10 2.57 -0.18
O 7.35 2.61 1.74 -0.14
C 6.94 2.43 0.38 -0.19
C 5.85 1.37 0.29 -0.16
C 2.38 1.48 1.53 -0.02
C 1.18 0.79 1.35 -0.01
H 5.25 -2.00 -3.78 0.09
H 3.84 -1.13 -4.50 0.09
H 4.51 -0.67 -2.92 0.07
H 3.12 -3.30 -3.57 0.13
H 3.77 -2.88 -1.95 0.12
H -0.31 -4.46 -1.04 0.11
H -2.38 -5.79 -1.23 0.11
H -4.52 -4.72 -1.99 0.10
H -4.61 -2.24 -2.26 0.10
H -2.57 -0.92 -2.11 0.11
H 0.03 -2.38 0.63 0.15
H -0.71 1.20 -0.52 0.10
H -2.87 2.29 -0.53 0.11
H -5.31 0.51 2.87 0.11
H -4.79 2.22 2.94 0.13
H -7.53 1.07 2.31 0.12
H -7.09 2.31 3.54 0.13
H -7.37 1.94 -0.11 0.13
H -7.19 3.72 -0.26 0.13
H -4.80 3.49 0.46 0.13
H -5.14 2.33 -0.91 0.13
H -4.52 -0.93 1.83 0.11
H -2.45 -2.33 1.32 0.12
H 2.53 -2.17 0.19 0.12
H 4.50 -0.69 -0.03 0.10
H 5.24 1.34 3.19 0.13
H 4.17 2.76 2.90 0.11
H 5.93 4.11 2.26 0.13
H 6.68 3.13 3.60 0.13
H 7.85 2.11 -0.14 0.13
H 6.53 3.34 -0.07 0.13
H 6.30 0.39 0.58 0.13
H 5.49 1.32 -0.76 0.13
H 2.37 2.46 2.02 0.11
H 0.24 1.26 1.74 0.12

Entry 3:
125
Properties=species:S:1:pos:R:3:lowdin_charge:R:1 method="wB97M-V/def2-TZVPD" e_homo_ev=-10.98 total_charge=+1 max_force_ha_per_bohr=0.062 e_above_lowest_kcal_mol=0.0 lumo_energy_ev=-3.293 mol_weight_g_mol=842.14
C -1.89 -0.93 -1.94 -0.05
C -2.46 0.47 -1.70 -0.53
C -1.49 1.54 -2.22 -0.04
C -3.76 0.53 -2.53 -0.04
C -2.77 0.78 -0.21 -0.09
C -3.54 1.93 -0.01 -0.04
C -4.34 2.01 1.12 -0.06
C -4.35 0.96 2.03 -0.03
C -3.38 -0.05 2.01 -0.06
C -3.42 -1.15 3.10 -0.52
C -3.73 -2.52 2.48 -0.03
C -4.48 -0.86 4.17 -0.06
C -2.11 -1.22 3.86 -0.04
C -2.43 0.01 0.95 -0.07
N -1.16 -0.70 1.04 0.06
C 0.13 -0.28 1.20 -0.04
C 0.59 0.85 2.14 -0.11
C 2.00 1.34 1.74 -0.15
C 3.02 1.53 2.70 -0.01
C 4.29 1.90 2.29 0.04
C 4.53 2.00 0.90 -0.14
N 5.78 1.50 0.42 -0.31
O 5.94 1.36 -0.82 0.05
O 6.64 1.17 1.27 0.06
C 3.48 2.09 -0.03 0.04
C 2.20 1.80 0.44 -0.03
N 0.92 -1.40 0.90 0.14
C 2.36 -1.55 0.85 -0.10
C 3.09 -1.92 2.01 -0.08
C 2.57 -2.48 3.37 -0.51
C 3.12 -3.91 3.54 -0.02
C 1.07 -2.55 3.53 -0.04
C 3.12 -1.61 4.51 -0.03
C 4.50 -1.87 1.97 -0.02
C 5.18 -1.54 0.82 -0.04
C 4.47 -1.34 -0.35 -0.03
C 3.07 -1.39 -0.38 -0.06
C 2.44 -1.26 -1.81 -0.50
C 3.50 -0.99 -2.89 -0.06
C 1.47 -0.09 -1.87 -0.07
C 1.72 -2.55 -2.21 -0.03
C 0.02 -2.48 0.67 -0.20
C 0.36 -3.89 0.48 -0.15
C 1.66 -4.46 0.44 -0.05
C 1.83 -5.84 0.38 -0.06
C 0.72 -6.68 0.34 -0.05
C -0.58 -6.15 0.32 -0.05
C -0.75 -4.77 0.36 -0.01
N -1.22 -2.05 0.73 0.18
H -2.49 -1.71 -1.46 0.09
H -1.87 -1.12 -3.03 0.10
H -0.86 -1.01 -1.58 0.04
H -1.98 2.52 -2.28 0.09
H -0.63 1.63 -1.55 0.06
H -1.12 1.27 -3.22 0.10
H -4.21 1.53 -2.51 0.08
H -3.54 0.27 -3.57 0.10
H -4.48 -0.19 -2.14 0.10
H -3.58 2.72 -0.76 0.12
H -5.01 2.86 1.27 0.12
H -5.11 0.96 2.81 0.11
H -2.98 -2.78 1.73 0.05
H -3.73 -3.29 3.27 0.10
H -4.72 -2.49 2.00 0.10
H -4.29 0.11 4.65 0.08
H -5.48 -0.88 3.75 0.09
H -4.43 -1.63 4.95 0.10
H -1.95 -0.29 4.42 0.07
H -2.11 -2.06 4.58 0.11
H -1.27 -1.35 3.19 0.04
H 0.72 0.34 3.11 0.13
H 2.82 1.42 3.77 0.12
H 5.13 2.01 2.96 0.13
H 3.71 2.32 -1.06 0.13
H 1.33 1.95 -0.20 0.11
H 4.21 -3.91 3.58 0.09
H 2.73 -4.35 4.47 0.10
H 2.80 -4.53 2.70 0.07
H 0.61 -1.58 3.32 0.05
H 0.62 -3.31 2.88 0.09
H 0.82 -2.81 4.57 0.11
H 2.87 -0.55 4.36 0.06
H 2.69 -1.92 5.47 0.10
H 4.21 -1.69 4.59 0.09
H 5.07 -2.13 2.85 0.11
H 6.27 -1.50 0.80 0.12
H 5.05 -1.17 -1.25 0.10
H 4.20 -1.84 -2.97 0.10
H 3.01 -0.87 -3.86 0.10
H 4.06 -0.07 -2.68 0.09
H 0.84 -0.06 -0.98 0.04
H 2.02 0.86 -1.94 0.08
H 0.83 -0.17 -2.76 0.09
H 0.81 -2.71 -1.62 0.06
H 1.41 -2.49 -3.27 0.10
H 2.37 -3.42 -2.07 0.10
H 2.53 -3.80 0.41 0.11
H 2.85 -6.24 0.34 0.12
H 0.87 -7.76 0.30 0.11
H -1.45 -6.79 0.26 0.11
H -1.75 -4.32 0.30 0.11
F -3.47 2.46 7.01 0.05
C -2.66 2.40 5.90 -0.25
C -3.13 2.99 4.73 0.02
C -2.35 2.85 3.59 -0.02
C -1.19 2.06 3.58 -0.19
C -0.39 1.98 2.27 -0.15
C 0.23 3.41 2.15 -0.18
C 0.15 4.18 0.98 -0.04
C 0.86 5.39 0.90 -0.07
C 1.51 5.92 2.01 -0.08
C 1.52 5.20 3.20 -0.06
C 0.89 3.95 3.26 -0.03
C -0.70 1.59 4.81 -0.07
C -1.45 1.73 5.98 0.00
H -4.06 3.55 4.71 0.13
H -2.63 3.37 2.67 0.13
H -1.09 1.83 1.43 0.12
H -0.44 3.83 0.12 0.11
H 0.90 5.92 -0.06 0.11
H 1.99 6.90 1.96 0.11
H 2.02 5.58 4.10 0.11
H 0.93 3.39 4.19 0.11
H 0.28 1.10 4.85 0.12
H -1.09 1.33 6.92 0.13